--- a ---
This record from OMol25 describes a cluster of 2 separate species, C6H14N3 in total. The level of theory is the ωB97M-V functional and the def2-TZVPD basis.

Results
Multiplicity: 3
Net charge: +1
Kohn-Sham gap (spin up / spin down): 6.602 / 7.832 eV
Highest occupied orbital energy (spin up / spin down): -9.155 / -13.264 eV
Expectation value of S²: 2.024
LUMO (spin up / spin down): -0.0938 / -0.1996 Ha

Geometry (Å):
C: 2.08 0.71 -0.32
C: 1.25 0.05 0.43
C: -2.63 0.79 0.06
C: 3.41 1.26 0.11
C: -0.33 -2.81 -0.19
C: -0.67 -0.47 -0.60
N: -3.32 1.92 0.13
N: -1.16 -1.63 -0.03
N: -1.46 0.68 -0.51
H: 1.85 0.90 -1.36
H: 1.24 -0.26 1.45
H: -3.07 -0.10 0.50
H: 3.61 1.05 1.15
H: 4.20 0.85 -0.51
H: 3.40 2.34 -0.04
H: 0.60 -2.73 0.38
H: -0.89 -3.68 0.16
H: -0.08 -2.94 -1.24
H: -0.21 -0.61 -1.57
H: -4.22 1.95 0.57
H: -2.98 2.77 -0.30
H: -1.44 -1.52 0.94
H: -1.05 1.51 -0.95

--- b ---
This record from OMol25 describes the ion C6H14N3 with charge +1. The level of theory is the ωB97M-V functional and the def2-TZVPD basis.

Results
Multiplicity: 3
Net charge: +1
Kohn-Sham gap (spin up / spin down): 6.240 / 8.697 eV
Highest occupied orbital energy (spin up / spin down): -9.348 / -14.256 eV
Expectation value of S²: 2.012
LUMO (spin up / spin down): -0.1142 / -0.2043 Ha

Geometry (Å):
C: 2.59 0.07 -0.52
C: 2.21 -1.16 -0.27
C: 1.81 1.21 -0.23
C: -2.91 0.33 0.64
C: -2.14 0.16 -0.64
C: -0.98 -0.77 -0.58
N: 0.02 -0.44 0.35
N: 1.61 1.96 0.83
N: 0.98 -1.48 0.44
H: 3.44 0.45 -1.14
H: 2.93 -1.98 -0.36
H: 1.28 1.76 -1.12
H: -3.83 0.89 0.47
H: -3.48 -0.58 0.92
H: -2.22 0.57 1.54
H: -1.90 1.18 -1.04
H: -2.77 -0.20 -1.45
H: -1.33 -1.70 -0.22
H: -0.58 -0.87 -1.59
H: 2.09 1.72 1.69
H: 1.08 2.87 0.82
H: 0.65 -2.38 0.11
H: 1.44 -1.59 1.35

Winner for stability: a

--- a ---
This record from OMol25 describes an isolated molecule of C3H6O2S. The level of theory is the ωB97M-V functional and the def2-TZVPD basis.

Results
Kohn-Sham gap: 9.674 eV
SMILES: OC[C@]1(O)CS1
Highest occupied orbital energy: -8.975 eV
LUMO: 0.0257 Ha

Geometry (Å):
C: -1.41 0.03 -0.36
C: 0.02 -0.47 -0.23
C: 0.88 0.15 0.81
O: 0.65 -0.52 -1.48
O: 0.38 1.39 1.20
S: -1.24 -1.70 0.16
H: -1.72 0.86 0.37
H: -1.86 0.11 -1.34
H: 1.87 0.03 0.31
H: 0.98 -0.48 1.69
H: 1.19 -1.34 -1.56
H: 0.26 1.93 0.43

--- b ---
This record from OMol25 describes an isolated molecule of C3H6O2S. The level of theory is the ωB97M-V functional and the def2-TZVPD basis.

Results
Kohn-Sham gap: 9.644 eV
SMILES: O=C(CO)CS
Highest occupied orbital energy: -9.241 eV
LUMO: 0.0148 Ha

Geometry (Å):
C: -0.28 0.69 1.54
C: -0.92 0.26 0.23
C: -0.52 -1.07 -0.33
H: 1.13 1.78 0.86
H: -0.80 1.52 1.92
H: -0.40 -0.10 2.27
H: -1.34 -1.46 -0.92
H: -0.33 -1.79 0.43
H: 1.80 -0.46 -0.32
O: 1.09 0.99 1.39
O: -1.76 0.99 -0.31
S: 0.98 -0.91 -1.34

Winner for stability: b

--- a ---
This record from OMol25 describes an isolated molecule of C3H7OPS. The level of theory is the ωB97M-V functional and the def2-TZVPD basis.

Results
Kohn-Sham gap: 7.125 eV
SMILES: C[C@@H]1S[PH2]1C=O
Highest occupied orbital energy: -7.948 eV
LUMO: -0.0302 Ha

Geometry (Å):
C: 2.54 0.06 0.46
C: -2.05 -0.17 -0.08
C: -0.65 0.25 0.42
O: 3.33 -0.71 -0.04
P: 0.88 -0.17 -0.43
S: -0.35 1.96 -0.15
H: 2.50 0.83 1.23
H: -2.81 -0.06 0.68
H: -2.29 0.39 -0.90
H: -2.26 -1.29 -0.34
H: -0.67 0.18 1.45
H: 1.28 -1.46 -0.61
H: 0.54 0.20 -1.69

--- b ---
This record from OMol25 describes an isolated molecule of C3H7OPS. The level of theory is the ωB97M-V functional and the def2-TZVPD basis.

Results
Kohn-Sham gap: 9.746 eV
SMILES: C[C@@H](P)SC=O
Highest occupied orbital energy: -9.354 eV
LUMO: 0.0144 Ha

Geometry (Å):
C: -1.23 -1.47 2.32
C: -0.58 1.05 -0.18
C: 0.12 -0.21 -0.18
O: -1.41 -1.93 3.42
P: 1.69 -0.48 -1.12
S: 0.41 -0.96 1.82
H: -1.92 -0.95 1.74
H: 0.12 1.83 -0.25
H: -1.19 1.22 -1.05
H: -1.19 1.24 0.72
H: -0.45 -1.09 -0.39
H: 2.61 -0.02 -0.11
H: 1.86 -1.81 -0.70

Winner for stability: b

--- a ---
This record from OMol25 describes a cluster of 3 separate species, CH8O2S2 in total. The level of theory is the ωB97M-V functional and the def2-TZVPD basis.

Results
Kohn-Sham gap: 9.377 eV
SMILES: CSS.O.O
Highest occupied orbital energy: -8.848 eV
LUMO: 0.0195 Ha

Geometry (Å):
C: 2.03 -1.67 -0.48
S: 0.24 -1.45 -0.67
S: 0.00 -0.58 -2.52
H: 2.26 -2.73 -0.46
H: 2.29 -1.24 0.48
H: 2.64 -1.23 -1.26
H: 0.48 0.65 -2.27
H: -1.92 2.61 -0.08
H: -0.96 3.53 0.73
O: -1.05 2.65 0.33
H: -1.46 -0.22 1.51
H: -2.32 0.20 2.67
O: -2.22 -0.51 2.02

--- b ---
This record from OMol25 describes a cluster of 3 separate species, CH8O2S2 in total. The level of theory is the ωB97M-V functional and the def2-TZVPD basis.

Results
Kohn-Sham gap: 9.570 eV
SMILES: CSS.O.O
Highest occupied orbital energy: -9.265 eV
LUMO: 0.0112 Ha

Geometry (Å):
C: -0.21 -1.60 -0.01
S: 1.18 -1.11 1.05
S: 1.67 0.81 0.38
H: 0.13 -2.32 -0.75
H: -0.99 -1.99 0.61
H: -0.58 -0.73 -0.56
H: 2.23 0.39 -0.77
H: -2.31 0.57 -1.33
H: -2.91 0.48 -2.74
O: -2.79 -0.03 -1.94
H: -0.84 1.60 0.14
H: -2.30 1.65 0.54
O: -1.72 1.82 -0.21

Winner for stability: b